{
  "formula": "C37H108O17",
  "method": "wB97M-V/def2-TZVPD",
  "homo_energy_ha": -0.34188,
  "homo_lumo_gap_ev": 9.3,
  "fmax_ev_per_a": 4.1,
  "relative_energy_kj_mol": 0.0,
  "symbols": ["C", "C", "O", "H", "H", "H", "H", "H", "H", "C", "C", "O", "H", "H", "H", "H", "H", "H", "C", "C", "O", "H", "H", "H", "H", "H", "H", "C", "C", "O", "H", "H", "H", "H", "H", "H", "C", "C", "O", "H", "H", "H", "H", "H", "H", "C", "C", "O", "H", "H", "H", "H", "H", "H", "C", "C", "O", "H", "H", "H", "H", "H", "H", "C", "C", "O", "H", "H", "H", "H", "H", "H", "O", "H", "H", "O", "H", "H", "C", "C", "C", "O", "H", "H", "H", "H", "H", "H", "H", "H", "C", "C", "C", "O", "H", "H", "H", "H", "H", "H", "H", "H", "C", "C", "C", "O", "H", "H", "H", "H", "H", "H", "H", "H", "C", "C", "C", "O", "H", "H", "H", "H", "H", "H", "H", "H", "C", "C", "C", "O", "H", "H", "H", "H", "H", "H", "H", "H", "C", "C", "C", "O", "H", "H", "H", "H", "H", "H", "H", "H", "C", "C", "C", "O", "H", "H", "H", "H", "H", "H", "H", "H"],
  "coordinates": [[6.09626, 1.49237, -2.64764], [5.75216, 0.75298, -1.31950], [5.82267, 1.59615, -0.25104], [5.52839, 2.40945, -2.80447], [6.02920, 0.79705, -3.48438], [7.16483, 1.70163, -2.59796], [6.59682, 0.06885, -1.23819], [4.77031, 0.29049, -1.42034], [5.37709, 1.17174, 0.48580], [1.44889, 2.34787, 5.40796], [2.87104, 2.34537, 5.98800], [3.05101, 1.46180, 7.04228], [0.69950, 2.20981, 6.18735], [1.30329, 1.49550, 4.74436], [1.26146, 3.26838, 4.85512], [3.06082, 3.38101, 6.27001], [3.57896, 2.10494, 5.19481], [3.96590, 1.18094, 6.96688], [2.28187, 4.09294, -2.44430], [2.23742, 2.95853, -3.50945], [1.06675, 3.05617, -4.24498], [2.16933, 5.06287, -2.92873], [3.24180, 4.01162, -1.93437], [1.48251, 3.96559, -1.71430], [2.35463, 2.00274, -2.99874], [3.06279, 3.01328, -4.21929], [0.30830, 2.86626, -3.68794], [-1.11298, -4.31589, 3.08563], [-0.13647, -5.43255, 2.75393], [-0.53086, -6.62693, 3.38722], [-1.13374, -4.08057, 4.14972], [-2.14856, -4.61351, 2.92105], [-1.03133, -3.39648, 2.50586], [0.88081, -5.18463, 3.05691], [-0.11194, -5.65464, 1.68708], [-0.41129, -7.37188, 2.79363], [3.75731, -3.15195, -4.23720], [3.90768, -4.66461, -3.92516], [4.89890, -5.19504, -4.80273], [3.50159, -2.96976, -5.28100], [4.59021, -2.59331, -3.81023], [2.90039, -2.72477, -3.71633], [2.95451, -5.18441, -4.02199], [4.15093, -4.81508, -2.87335], [4.36896, -5.39590, -5.57759], [1.41296, 3.89829, 1.03744], [2.28939, 2.59609, 1.09200], [1.57331, 1.56950, 1.75205], [0.47813, 3.68220, 0.52026], [1.91840, 4.64229, 0.42173], [1.09267, 4.28372, 2.00541], [3.18127, 2.83656, 1.67065], [2.70594, 2.30431, 0.12792], [2.18940, 0.83695, 1.82553], [1.91293, -1.43471, 4.92014], [1.59695, -2.75346, 5.68705], [1.34831, -2.48971, 7.04867], [2.12985, -1.46476, 3.85236], [2.69183, -0.93753, 5.49826], [1.01758, -0.81770, 4.99597], [2.41047, -3.47310, 5.59539], [0.73002, -3.27173, 5.27725], [1.33776, -3.34082, 7.49263], [-5.38457, -1.03525, 1.52396], [-5.74051, -2.51219, 1.87142], [-5.57271, -3.39794, 0.74947], [-5.55431, -0.30913, 2.31897], [-6.06941, -0.75149, 0.72485], [-4.34340, -0.99496, 1.20390], [-6.76352, -2.62013, 2.23185], [-5.10802, -2.88224, 2.67834], [-5.76319, -4.30471, 1.00066], [4.43002, 0.13947, 1.82317], [4.37798, -0.74513, 1.46121], [4.77874, 0.01732, 2.70618], [0.42651, 0.40228, -0.97157], [0.42251, 0.49824, -0.01920], [-0.12304, -0.36359, -1.13791], [2.74863, -3.57311, -0.50157], [2.93254, -2.30034, 0.21872], [1.78665, -1.98589, 1.19129], [4.14723, -2.41001, 0.89386], [1.93141, -3.52756, -1.22142], [2.45358, -4.37872, 0.17077], [3.66262, -3.82422, -1.03978], [3.03623, -1.46776, -0.47711], [1.84692, -2.73836, 1.97759], [0.84589, -2.12192, 0.65784], [1.82232, -1.01105, 1.67762], [4.12427, -3.20491, 1.43165], [-2.97709, 1.38935, 3.65547], [-1.43162, 1.23842, 3.60807], [-1.13696, -0.09044, 2.95181], [-0.86931, 2.22297, 2.78363], [-3.20453, 2.25855, 4.27261], [-3.38420, 0.49498, 4.12712], [-3.36451, 1.53863, 2.64763], [-1.02323, 1.20262, 4.61804], [-1.46365, -0.06450, 1.91224], [-1.62376, -0.93209, 3.44451], [-0.05235, -0.17191, 3.02303], [0.00607, 1.91757, 2.53453], [-4.32475, 0.32835, -4.78920], [-4.72022, 1.23675, -6.01946], [-4.57130, 0.55614, -7.32778], [-6.11621, 1.54331, -5.97554], [-3.24369, 0.20552, -4.72350], [-4.88974, -0.60378, -4.78461], [-4.67749, 0.79149, -3.86769], [-4.23884, 2.21406, -5.98409], [-4.69627, 1.23138, -8.17427], [-5.28469, -0.24862, -7.50535], [-3.56200, 0.14728, -7.37519], [-6.08031, 2.18904, -5.26608], [-2.45118, 1.84333, -0.59344], [-2.24421, 2.26957, -2.04827], [-3.08129, 3.44976, -2.43549], [-0.84100, 2.46191, -2.32037], [-3.48109, 1.57919, -0.35342], [-2.01679, 2.56198, 0.10151], [-1.95586, 0.90164, -0.35684], [-2.49782, 1.43061, -2.69628], [-4.13622, 3.19253, -2.34028], [-2.86615, 3.57126, -3.49711], [-2.84269, 4.37568, -1.91219], [-0.40703, 1.69493, -1.93956], [-0.35932, 5.87456, 4.23122], [-1.60864, 5.11271, 4.56418], [-2.64473, 6.03470, 5.17047], [-2.13183, 4.53161, 3.39656], [-0.42261, 6.31642, 3.23681], [0.48974, 5.19351, 4.17311], [-0.10051, 6.63189, 4.97120], [-1.34680, 4.28431, 5.22243], [-3.15068, 6.69936, 4.47023], [-2.26619, 6.67342, 5.96849], [-3.34839, 5.38650, 5.69278], [-1.52279, 3.88583, 3.03099], [1.29931, -0.79001, -5.00459], [-0.13800, -1.19689, -4.80281], [-0.89420, -1.37018, -6.11743], [-0.09998, -2.43381, -4.06367], [1.71836, -1.49598, -5.72160], [1.84174, -0.75989, -4.05963], [1.31906, 0.19059, -5.48012], [-0.64153, -0.40846, -4.24339], [-1.27581, -0.48016, -6.61777], [-1.74701, -2.01985, -5.92062], [-0.26879, -1.82906, -6.88319], [0.05088, -3.20230, -4.61888], [-3.09580, -2.16324, -2.29023], [-2.07505, -2.47981, -1.19996], [-1.70303, -3.97623, -1.14410], [-0.99157, -1.76636, -1.52159], [-2.92030, -2.49196, -3.31455], [-3.32062, -1.09692, -2.31305], [-4.05104, -2.57189, -1.96065], [-2.37761, -2.11098, -0.21990], [-2.67279, -4.45901, -1.02331], [-1.10254, -4.30140, -0.29452], [-1.20920, -4.27099, -2.07003], [-0.72655, -2.06472, -2.39472]],
  "atomic_forces_ev_per_a": [[0.355, -0.498, 0.871], [0.878, -0.007, -2.450], [-0.227, 1.595, 1.124], [-0.047, -0.137, -0.061], [-0.470, 0.053, -0.081], [-0.009, 0.523, 0.027], [-0.439, -1.039, 0.028], [-0.036, -0.427, 0.105], [-0.064, -0.028, 0.465], [0.298, -0.828, 0.195], [-0.790, 1.209, -1.344], [0.104, -0.676, 0.550], [0.064, 0.336, 0.215], [0.069, 0.048, -0.195], [-0.023, -0.086, 0.037], [0.321, 0.131, 0.376], [0.050, 0.081, -0.299], [-0.034, -0.204, 0.446], [0.466, -0.891, -0.668], [0.193, 0.985, 1.046], [-0.345, -0.293, -1.272], [0.112, -0.007, 0.045], [0.086, 0.320, 0.205], [-0.037, -0.075, -0.133], [-0.171, -0.353, 0.135], [0.109, 0.273, 0.041], [-0.375, 0.010, 0.424], [-0.859, -0.061, 0.239], [-0.144, 0.113, -0.596], [-0.328, -0.462, 0.728], [0.485, 0.127, 0.052], [-0.005, -0.483, -0.328], [0.623, -0.001, 0.016], [0.150, 0.217, 0.091], [0.020, 0.513, -0.296], [0.050, 0.097, 0.042], [-0.904, -0.579, 1.197], [-0.143, 1.423, -0.151], [-0.582, -0.415, 0.470], [0.721, 0.000, -0.100], [0.331, -0.019, -0.748], [-0.262, -0.237, 0.286], [-0.167, -0.094, -0.368], [0.617, -0.028, -0.171], [0.489, -0.188, -0.407], [0.082, -1.390, -0.734], [0.098, 2.297, 0.567], [-0.179, -0.425, -0.371], [-0.085, -0.153, -0.203], [0.093, 0.119, 0.361], [0.550, -0.044, 0.143], [0.118, -0.003, 0.282], [-0.619, -0.164, -0.336], [0.264, -0.220, 0.231], [-0.808, -0.342, 1.363], [0.184, -0.116, -1.273], [0.141, 0.457, 0.188], [0.284, -0.622, 0.237], [0.128, 0.180, -0.280], [-0.005, 0.174, 0.155], [0.399, 0.056, -0.081], [-0.217, 0.159, -0.373], [-0.062, 0.042, 0.172], [-0.626, -1.416, -0.451], [0.164, -0.042, 0.509], [0.282, 0.920, -0.405], [0.080, -0.426, 0.313], [0.311, 0.170, -0.302], [-0.071, 0.180, -0.137], [-0.196, 0.365, -0.010], [0.219, 0.159, 0.190], [-0.068, 0.107, 0.256], [-0.312, 1.003, 0.138], [0.092, -0.996, -0.247], [0.140, 0.078, 0.242], [0.764, 0.637, -0.184], [0.144, 0.353, 0.465], [-0.510, -0.830, -0.167], [-0.946, -0.878, -1.169], [-1.074, 0.980, 0.245], [0.185, -0.694, -0.380], [1.456, 0.577, 0.818], [-0.047, 0.151, -0.174], [0.282, -0.165, 0.261], [-0.067, -0.098, 0.109], [0.129, 0.036, -0.129], [-0.235, -0.123, 0.191], [-0.169, 0.203, 0.116], [0.097, -0.100, -0.318], [0.075, -0.123, 0.170], [1.243, 0.627, 0.643], [-2.105, -1.219, -0.642], [0.497, -0.133, 0.203], [-0.268, 0.705, 0.394], [-0.351, 0.028, -0.165], [-0.160, 0.039, -0.098], [-0.038, -0.083, 0.035], [0.091, 0.429, 0.181], [0.078, 0.009, -0.118], [0.154, -0.022, 0.144], [0.113, -0.659, -0.377], [0.648, 0.106, -0.297], [-0.653, 1.128, -0.651], [-0.938, -1.046, 0.727], [1.237, -0.387, -1.025], [0.143, 0.439, 0.946], [-0.044, -0.280, -0.037], [0.337, -0.247, -0.516], [0.223, 0.411, 0.098], [0.776, -0.228, -0.032], [0.049, 0.213, 0.136], [-0.046, -0.064, 0.504], [0.078, -0.201, -0.315], [-1.140, 0.255, 0.169], [0.325, -0.577, 0.132], [0.441, -1.114, 0.767], [0.433, -0.051, -0.896], [-0.878, 1.035, -0.017], [-0.301, 0.665, -0.090], [-0.353, 0.239, 0.051], [0.383, -0.069, -0.319], [-0.606, -0.163, -0.032], [0.003, 0.122, 0.164], [-0.215, 0.511, -0.156], [-0.008, -0.143, 0.138], [0.606, -0.450, 0.488], [1.184, 0.020, -0.247], [0.330, 0.459, -0.454], [-0.541, -0.570, 0.947], [-1.146, 0.550, -0.355], [-0.265, 0.279, 0.082], [0.166, -0.079, 0.010], [-0.063, 0.051, -0.016], [-0.080, 0.107, 0.658], [0.065, -0.345, -0.274], [0.483, -0.048, -0.084], [-0.594, 0.194, -0.270], [0.330, -0.427, 0.050], [-0.332, 0.523, -0.642], [0.540, 0.138, -0.874], [-0.122, -0.466, -0.150], [-0.765, 0.295, 0.718], [0.429, -0.056, 0.196], [0.028, -0.027, -0.165], [0.186, 0.171, 0.103], [-0.186, -0.457, 0.679], [0.109, 0.349, 0.535], [-0.136, -0.022, -0.151], [0.154, -0.352, 0.083], [0.015, 0.183, -0.343], [-2.003, -0.145, 1.137], [-1.287, -1.557, -0.318], [-1.323, 0.286, 0.333], [3.521, 2.027, -0.189], [0.560, -0.251, 0.213], [0.454, 0.215, -0.012], [-0.259, -0.354, -0.262], [-0.563, -0.211, 0.045], [0.097, -0.616, -0.263], [0.206, 0.447, 0.057], [-0.152, -0.077, -0.060], [0.618, -0.034, -0.637]]
}